{"formula": "C28H40AsCaClN5O5S2", "method": "wB97M-V/def2-TZVPD", "elements": ["Ca", "O", "S", "O", "O", "O", "C", "C", "N", "C", "C", "C", "O", "C", "C", "C", "C", "N", "C", "H", "H", "H", "H", "H", "H", "H", "H", "H", "H", "H", "H", "H", "H", "C", "C", "C", "C", "C", "C", "H", "H", "H", "H", "H", "S", "C", "N", "C", "C", "C", "N", "H", "H", "H", "H", "H", "H", "H", "H", "Cl", "C", "C", "C", "C", "N", "C", "H", "H", "H", "H", "C", "As", "C", "C", "H", "H", "H", "H", "H", "H", "H", "H", "H"], "positions_angstrom": [[-0.7430, -0.0917, -0.3891], [-2.9444, 0.5941, 0.1127], [-2.4623, 2.0433, -0.0355], [-3.5758, 2.9495, -0.1882], [-1.5909, 2.3025, 1.1217], [-1.5903, 1.9520, -1.2579], [-5.0764, -1.2493, -5.9744], [-5.3048, -0.0389, -5.0789], [-4.0776, 0.4286, -4.4460], [-3.9572, 0.2532, -2.9976], [-3.8126, -1.2065, -2.5978], [-3.2392, 1.1702, -5.2076], [-3.5220, 1.5053, -6.3549], [-1.9512, 1.6268, -4.5921], [-1.6346, 2.9762, -4.5924], [-0.4281, 3.3759, -4.0499], [0.4227, 2.4048, -3.5471], [0.1503, 1.1040, -3.5696], [-1.0202, 0.7338, -4.0772], [-6.0159, -1.5715, -6.4284], [-4.6636, -2.0818, -5.4032], [-4.3795, -0.9932, -6.7712], [-6.0058, -0.2819, -4.2789], [-5.7279, 0.7779, -5.6660], [-4.8466, 0.6844, -2.5274], [-3.1169, 0.8376, -2.6298], [-4.6741, -1.8001, -2.9141], [-3.7224, -1.2820, -1.5143], [-2.9196, -1.6494, -3.0448], [-2.3353, 3.6921, -5.0026], [-0.1544, 4.4210, -3.9984], [1.3709, 2.6859, -3.1005], [-1.2228, -0.3339, -4.0698], [1.8127, -3.9230, -3.1446], [0.4347, -3.9534, -2.9854], [-0.2033, -2.9612, -2.2428], [0.4691, -1.8880, -1.6299], [1.8625, -1.9061, -1.8296], [2.5291, -2.8872, -2.5567], [2.3208, -4.6906, -3.7177], [-0.1439, -4.7552, -3.4344], [-1.2834, -3.0510, -2.1290], [2.4784, -1.1167, -1.3974], [3.6083, -2.8430, -2.6714], [-2.2752, -2.6907, 0.6803], [-3.6483, -2.3568, 1.6228], [-4.2217, -1.1589, 1.6617], [-5.4051, -0.8440, 2.4422], [-5.4924, -1.7587, 3.6508], [-5.3763, -3.2004, 3.1849], [-4.1676, -3.3404, 2.3955], [-3.8246, -0.4196, 1.0441], [-6.3043, -0.9459, 1.8243], [-5.3344, 0.2014, 2.7433], [-6.4354, -1.6045, 4.1759], [-4.6745, -1.5331, 4.3391], [-6.2624, -3.4767, 2.6008], [-5.3137, -3.8815, 4.0343], [-3.7234, -4.2355, 2.2889], [-2.3827, 0.3696, 5.2596], [-0.9906, 0.3553, 4.2225], [0.2419, 0.7641, 4.6904], [1.3126, 0.7271, 3.8124], [1.0995, 0.2779, 2.5203], [-0.0947, -0.1143, 2.0807], [-1.1292, -0.0633, 2.9115], [0.3553, 1.1054, 5.7106], [2.2990, 1.0398, 4.1253], [1.9191, 0.2073, 1.8158], [-2.0924, -0.3588, 2.5214], [3.3932, -4.0934, 2.5742], [1.9028, -3.0794, 1.7747], [0.6469, -3.3216, 3.2670], [1.2181, -4.5199, 0.6482], [3.0500, -5.0606, 2.9458], [3.8315, -3.5277, 3.3971], [4.1629, -4.2547, 1.8189], [0.6551, -4.3551, 3.6186], [-0.3529, -3.0693, 2.9111], [0.9089, -2.6556, 4.0912], [1.2378, -5.4691, 1.1878], [1.8162, -4.5870, -0.2605], [0.1968, -4.2804, 0.3570]], "forces_ev_per_angstrom": [[-0.204, -0.267, -0.062], [-0.079, -0.011, 0.006], [-0.058, 0.072, 0.046], [0.002, -0.010, -0.026], [-0.020, 0.023, -0.002], [0.063, -0.026, 0.096], [-0.006, 0.007, 0.009], [0.018, -0.002, 0.003], [0.002, -0.069, -0.037], [0.021, -0.064, 0.013], [0.012, 0.040, 0.000], [-0.161, 0.332, 0.114], [0.057, -0.126, -0.059], [0.073, -0.087, -0.049], [-0.013, -0.001, -0.023], [-0.006, -0.007, 0.007], [-0.002, 0.001, -0.023], [0.067, 0.053, 0.061], [0.023, -0.010, 0.025], [-0.001, -0.001, -0.002], [0.001, -0.001, -0.003], [0.004, 0.000, -0.007], [0.001, 0.001, 0.003], [0.003, 0.005, 0.003], [0.009, 0.007, -0.006], [-0.048, 0.013, -0.008], [-0.004, -0.005, 0.004], [-0.016, -0.019, -0.004], [-0.004, 0.002, -0.002], [-0.002, -0.007, -0.003], [-0.001, -0.001, 0.000], [-0.001, 0.002, -0.004], [0.007, -0.012, -0.005], [-0.002, -0.004, -0.004], [-0.003, -0.010, -0.003], [0.012, 0.004, 0.004], [-0.007, -0.011, 0.013], [0.004, -0.002, -0.006], [0.004, 0.011, 0.005], [0.000, 0.000, -0.001], [-0.002, 0.001, 0.001], [0.007, -0.005, -0.005], [-0.003, 0.001, -0.007], [0.000, -0.002, 0.001], [0.050, 0.009, -0.026], [0.038, 0.026, 0.048], [-0.050, 0.022, -0.166], [0.006, 0.016, 0.020], [0.007, -0.004, 0.020], [-0.005, 0.008, 0.019], [-0.024, 0.007, -0.055], [0.070, -0.011, 0.088], [0.002, -0.006, 0.002], [0.003, 0.002, -0.004], [-0.002, -0.001, -0.002], [-0.010, 0.001, -0.007], [0.005, -0.003, -0.003], [0.001, -0.001, -0.002], [0.015, 0.003, 0.017], [-0.002, 0.005, 0.010], [0.001, -0.022, -0.016], [0.006, 0.010, 0.022], [0.006, -0.015, -0.008], [-0.016, -0.047, 0.075], [0.154, 0.164, -0.073], [-0.002, -0.002, -0.002], [0.002, -0.003, 0.001], [0.001, 0.001, -0.004], [-0.005, 0.019, -0.002], [-0.022, 0.027, -0.013], [0.004, -0.017, -0.009], [0.029, -0.009, -0.011], [-0.020, 0.007, -0.001], [-0.001, -0.006, 0.003], [0.002, 0.000, 0.001], [-0.002, 0.005, 0.003], [0.003, -0.001, 0.003], [0.001, -0.001, -0.001], [0.001, -0.001, 0.005], [0.006, 0.002, 0.000], [-0.002, -0.002, -0.002], [-0.004, 0.003, 0.001], [0.008, 0.002, 0.009]], "lowdin_charge": [1.245, -0.554, 0.242, -0.336, -0.383, -0.494, -0.077, -0.210, -0.049, -0.191, -0.066, -0.419, 0.044, -0.126, -0.001, -0.056, -0.158, 0.078, -0.102, 0.068, 0.066, 0.070, 0.114, 0.115, 0.131, 0.081, 0.069, 0.032, 0.061, 0.122, 0.100, 0.103, 0.117, -0.145, -0.134, -0.225, -0.277, -0.219, -0.144, 0.084, 0.086, 0.039, 0.064, 0.084, 0.645, -0.820, 0.015, -0.163, -0.172, -0.187, -0.003, 0.062, 0.122, 0.128, 0.113, 0.094, 0.117, 0.116, 0.109, 0.678, -0.625, -0.087, -0.053, -0.170, -0.012, -0.178, 0.107, 0.105, 0.096, 0.076, -0.368, 1.056, -0.347, -0.333, 0.011, 0.004, 0.008, 0.017, -0.028, 0.009, 0.021, 0.009, -0.020], "multiplicity": 1, "e_above_lowest_kcal_mol": 19.4, "charge": -1, "homo_lumo_gap_ev": 7.07, "e_lumo_ev": 2.1687}